Formula: C25H21Cl3N4O8
Source: the Open Molecules 2025 dataset
Level of theory: the ωB97M-V functional and the def2-TZVPD basis

Computed properties:
energy = -86160.3783 eV
Kohn-Sham gap = 8.81 eV
energy above the lowest of the compared OMol25 structures with the same formula, charge and spin = 106.2 kJ/mol
HOMO energy = -0.359 Eh
SMILES = O=[N+]([O-])c1ccccc1.O=[N+]([O-])c1ccccc1.O=[N+]([O-])c1ccccc1.O=[N+]([O-])c1ccccc1.ClC(Cl)Cl

The geometry in XYZ format:
```
61
Properties=species:S:1:pos:R:3:forces:R:3:mulliken_charge:R:1
C -2.709 4.384 -2.916 0.7613 0.6773 1.9459 -0.518
C -1.639 4.965 -2.242 0.7552 -0.1000 -0.4470 -0.437
C -1.397 4.646 -0.902 0.2742 1.4108 -0.1254 -0.362
C -2.351 3.933 -0.195 -1.5710 -0.5696 -1.6186 -0.009
C -3.491 3.403 -0.843 0.6233 0.4163 -0.4065 -0.083
C -3.638 3.655 -2.232 -0.9647 -1.4789 1.1113 -0.509
N -2.215 3.717 1.232 1.2489 -0.2921 -0.0131 1.089
O -3.034 3.050 1.819 -0.5474 0.0010 0.1537 -0.584
O -1.198 4.159 1.728 -0.0045 0.1893 0.4688 -0.617
H -2.820 4.591 -3.919 -0.3554 0.2921 -2.0442 0.518
H -0.983 5.639 -2.851 -0.3588 -0.7815 0.9981 0.312
H -0.541 5.094 -0.385 -0.4004 -0.3703 -0.1549 0.448
H -4.196 2.804 -0.256 0.2180 0.3762 -0.4061 0.415
H -4.475 3.219 -2.800 0.3504 0.2149 0.5678 0.339
C -3.729 -0.144 2.204 0.8920 -0.8044 0.0100 -0.534
C -3.749 -1.075 3.260 1.0706 -0.8616 0.9480 -0.401
C -2.619 -1.867 3.667 0.6196 1.8901 -1.4212 -0.753
C -1.443 -1.583 2.924 -1.8186 -1.3358 1.0749 -0.050
C -1.462 -0.766 1.835 1.3007 0.5281 -1.1494 -0.105
C -2.532 -0.005 1.464 -1.5110 -0.0296 0.9942 0.078
N -0.197 -2.275 3.252 -0.2786 0.3472 0.1431 1.138
O -0.092 -2.718 4.371 0.0264 -0.3498 0.4258 -0.618
O 0.657 -2.318 2.401 0.6045 -0.1419 -0.4551 -0.605
H -4.626 0.391 1.914 0.1150 0.0936 0.2801 0.412
H -4.586 -1.196 3.932 -0.5285 0.1468 -0.4314 0.356
H -2.573 -2.583 4.505 -0.3304 0.6461 -0.5526 0.430
H -0.595 -0.694 1.193 0.3406 -0.0473 0.3064 0.400
H -2.379 0.707 0.669 -0.4143 -0.0346 -0.2170 0.276
C 2.088 -4.851 -3.890 -1.4805 0.2199 0.7895 -0.464
C 1.595 -5.806 -4.773 0.6725 -0.4272 -0.1941 -0.433
C 1.905 -5.678 -6.103 -0.2101 0.4574 -1.1679 -0.360
C 2.394 -4.440 -6.546 -0.2160 0.2242 -0.0122 0.250
C 2.665 -3.379 -5.724 0.6749 -1.6914 2.3684 -0.512
C 2.604 -3.672 -4.315 0.1800 1.7224 -2.2783 -0.355
N 2.639 -4.227 -7.988 -0.1267 -3.1873 0.3903 0.978
O 3.170 -3.220 -8.340 0.0975 0.9643 -0.7378 -0.589
O 2.387 -5.224 -8.680 0.1983 1.5544 -0.0923 -0.605
H 1.851 -4.838 -2.840 0.1051 -0.7833 0.3399 0.346
H 1.032 -6.669 -4.466 0.1317 -0.2292 0.3720 0.388
H 1.746 -6.448 -6.865 -0.2084 0.3285 0.5409 0.423
H 3.134 -2.518 -6.122 -0.0024 0.9058 -0.2040 0.478
H 2.847 -2.903 -3.592 0.1732 -0.0176 -0.0825 0.457
C 0.384 1.887 4.328 0.9579 0.5146 -0.4646 -0.163
C 1.354 1.211 3.556 -0.9896 -0.3443 0.8272 -0.581
C 2.574 0.858 4.115 -1.6681 1.5256 0.1077 -0.209
C 2.823 1.383 5.370 2.2243 -0.1160 0.2001 0.110
C 1.989 2.252 6.046 -0.3014 0.2294 2.4685 -0.264
C 0.740 2.522 5.527 1.7254 -3.1535 -2.8455 -0.879
N 4.301 1.155 5.792 -0.6533 2.9900 1.1317 0.916
O 4.907 0.395 5.100 0.7880 -0.8547 0.1741 -0.562
O 4.808 1.930 6.644 -1.3295 -1.9010 -1.3928 -0.556
H -0.631 1.998 3.989 -0.1304 0.1236 -0.4228 0.434
H 1.138 0.874 2.553 -0.2514 -0.0864 -0.0372 0.446
H 3.254 0.321 3.517 0.8744 -0.5337 -0.1110 0.486
H 2.107 2.588 7.123 0.7790 -0.3509 -1.6518 0.287
H 0.015 3.048 5.979 -2.0932 1.9084 1.9529 0.539
C 0.526 -0.065 -2.461 -0.1143 2.1778 -0.2877 -0.099
Cl 1.544 -0.306 -1.114 0.6573 -0.5852 0.8385 -0.083
Cl 1.463 0.424 -3.880 -0.1024 0.1866 -0.0087 -0.147
Cl -0.725 1.160 -2.001 0.2523 -0.1807 -0.3949 -0.025
H -0.015 -0.896 -2.769 -0.7312 -1.6225 -0.1015 0.324
```
Positions in Å, forces in eV/Å.